Record 1
{
  "formula": "C50H58BN7O2S3TeTi",
  "method": "wB97M-V/def2-TZVPD",
  "symbols": ["Ti", "C", "C", "C", "C", "N", "C", "C", "N", "B", "N", "C", "C", "N", "C", "S", "C", "C", "C", "C", "N", "C", "C", "N", "C", "S", "C", "C", "C", "C", "C", "S", "H", "H", "H", "H", "H", "H", "H", "H", "H", "H", "H", "H", "H", "H", "H", "H", "H", "H", "H", "H", "H", "H", "H", "H", "H", "H", "H", "H", "H", "H", "H", "H", "H", "H", "C", "C", "C", "C", "C", "O", "C", "C", "C", "C", "C", "C", "C", "O", "C", "C", "C", "N", "C", "C", "Te", "C", "C", "C", "C", "C", "C", "C", "C", "C", "C", "C", "C", "H", "H", "H", "H", "H", "H", "H", "H", "H", "H", "H", "H", "H", "H", "H", "H", "H", "H", "H", "H", "H", "H", "H", "H"],
  "coordinates": [[0.34931, 0.21211, 0.16641], [-2.84381, -3.39335, 5.15422], [-1.66570, -2.79722, 4.37194], [-0.53403, -2.42827, 5.33558], [-1.19630, -3.84942, 3.37431], [-2.14701, -1.53215, 3.73201], [-2.87103, -0.64602, 4.51500], [-3.24182, 0.38277, 3.74371], [-2.74670, 0.16248, 2.47534], [-3.29815, 0.99353, 1.30711], [-3.63289, 0.08124, 0.09789], [-4.80075, -0.64154, 0.09119], [-4.84847, -1.35200, -1.05015], [-3.70077, -1.07682, -1.76430], [-2.96634, -0.18785, -1.04021], [-1.47830, 0.55276, -1.49033], [-3.37918, -1.71321, -3.07843], [-4.49189, -2.70034, -3.42292], [-3.32537, -0.64196, -4.16744], [-2.07002, -2.50140, -2.97115], [-2.44080, 2.23172, 0.88239], [-3.07567, 3.23054, 0.18618], [-2.26369, 4.29983, 0.15252], [-1.10119, 3.96956, 0.82368], [-1.22275, 2.67538, 1.25064], [-0.06678, 1.68297, 2.07302], [-0.09074, 5.04178, 1.09693], [0.01505, 5.91032, -0.16518], [-0.62401, 5.86914, 2.26836], [1.29897, 4.51478, 1.44172], [-2.02795, -0.99143, 2.48429], [-1.21913, -1.59663, 1.09678], [-2.57098, -4.39078, 5.49490], [-3.09924, -2.80741, 6.03680], [-3.72636, -3.47888, 4.51851], [-0.28566, -3.29557, 5.94946], [0.34656, -2.12308, 4.77623], [-0.82887, -1.61326, 5.99833], [-0.95398, -4.75564, 3.93181], [-1.97852, -4.08552, 2.65272], [-0.30878, -3.52941, 2.84721], [-3.08348, -0.82995, 5.55063], [-3.83710, 1.24615, 3.98122], [-4.33837, 1.45283, 1.68626], [-5.49918, -0.58771, 0.90766], [-5.60943, -2.02421, -1.39684], [-5.45221, -2.19997, -3.55560], [-4.23824, -3.18545, -4.36311], [-4.58760, -3.47519, -2.66073], [-4.25346, -0.06684, -4.18207], [-2.49639, 0.04238, -4.01843], [-3.20603, -1.11766, -5.14114], [-2.12972, -3.21461, -2.14673], [-1.90251, -3.05150, -3.89745], [-1.21768, -1.85360, -2.80271], [-4.05988, 3.09647, -0.22775], [-2.42530, 5.26459, -0.28981], [-0.83208, 6.58836, -0.26784], [0.91462, 6.52058, -0.10428], [0.07949, 5.29659, -1.06515], [-1.59918, 6.29851, 2.03540], [-0.71920, 5.24728, 3.15964], [0.06857, 6.68246, 2.48720], [1.62419, 3.75288, 0.73890], [1.99561, 5.35291, 1.39512], [1.33659, 4.09750, 2.44234], [7.27333, -0.18486, 1.08584], [5.77935, -0.34662, 0.97822], [5.09699, -1.32144, 1.69831], [3.72536, -1.49691, 1.57594], [2.99397, -2.46317, 2.44658], [1.90282, -2.17151, 2.88559], [3.65820, -3.73858, 2.83286], [3.35199, -4.28855, 4.07670], [3.97270, -5.44963, 4.50291], [4.89157, -6.08465, 3.67826], [5.16903, -5.56867, 2.42039], [4.55811, -4.39962, 1.99697], [2.98220, -0.65107, 0.72043], [1.68464, -0.81856, 0.52008], [3.65276, 0.39701, 0.04578], [5.04826, 0.49393, 0.16729], [2.91817, 1.36923, -0.72697], [1.60343, 1.40405, -0.76676], [1.00860, 2.40907, -1.66385], [0.86742, 1.88202, -3.09487], [-0.63071, 3.01568, -4.14222], [0.85706, 3.78353, -5.47689], [1.42505, 5.03439, -5.26715], [2.44448, 5.48313, -6.09574], [2.90163, 4.68581, -7.13478], [2.34137, 3.43249, -7.34045], [1.31970, 2.98338, -6.51571], [3.72206, 2.44188, -1.39223], [4.11776, 3.54240, -0.63393], [4.81527, 4.58398, -1.22448], [5.13180, 4.53156, -2.57471], [4.78203, 3.41782, -3.32189], [4.08657, 2.37204, -2.73279], [7.70491, -0.92084, 1.76128], [7.52893, 0.81136, 1.44878], [7.73692, -0.30487, 0.10566], [5.64469, -1.93955, 2.39719], [2.63222, -3.77821, 4.70393], [3.74363, -5.85823, 5.47823], [5.38741, -6.98566, 4.01490], [5.86847, -6.07699, 1.76967], [4.76071, -4.01285, 1.00685], [5.56385, 1.26895, -0.38456], [1.61371, 3.31579, -1.70443], [0.03041, 2.67595, -1.26652], [0.61113, 0.82539, -3.10506], [1.79403, 2.01852, -3.64362], [1.07277, 5.65879, -4.45550], [2.88323, 6.45809, -5.92421], [3.68783, 5.04145, -7.78800], [2.69759, 2.80281, -8.14576], [0.88226, 2.00628, -6.68102], [3.87976, 3.57293, 0.42197], [5.11611, 5.43443, -0.62633], [5.66312, 5.35179, -3.03910], [5.04967, 3.35591, -4.36880], [3.83720, 1.49211, -3.31250]],
  "orbital_gap_ha": [0.26413, 0.26468],
  "spin_multiplicity": 2,
  "charge": 1,
  "largest_force_ev_per_a": 4.47
}



Record 2
{
  "formula": "C50H58BaCl3N8O3S2Sb2",
  "method": "wB97M-V/def2-TZVPD",
  "symbols": ["Ba", "N", "C", "C", "C", "C", "C", "C", "C", "C", "N", "C", "H", "H", "H", "H", "H", "H", "H", "H", "C", "Sb", "C", "C", "C", "C", "C", "C", "C", "C", "C", "Sb", "C", "C", "H", "H", "H", "H", "H", "H", "H", "H", "H", "H", "H", "H", "H", "H", "H", "H", "H", "H", "H", "H", "C", "C", "N", "C", "C", "N", "H", "H", "H", "H", "H", "H", "Cl", "C", "C", "C", "C", "C", "C", "N", "C", "C", "N", "C", "O", "C", "C", "C", "Cl", "S", "C", "C", "C", "Cl", "C", "H", "H", "H", "H", "H", "H", "H", "H", "H", "H", "H", "H", "H", "C", "C", "O", "O", "H", "H", "H", "N", "C", "S", "N", "C", "C", "C", "C", "C", "C", "H", "H", "H", "H", "H", "H", "H", "H"],
  "coordinates": [[0.80623, -1.01217, 0.39281], [2.45026, 1.83704, 1.33112], [2.24857, 2.28099, 2.64716], [3.25935, 2.80385, 3.41133], [3.02268, 3.22050, 4.73659], [1.77781, 3.13403, 5.28783], [0.71309, 2.60178, 4.52293], [-0.60928, 2.50849, 5.01356], [-1.58142, 1.97756, 4.21934], [-1.22812, 1.51652, 2.93207], [-0.02269, 1.59256, 2.43207], [0.94727, 2.14960, 3.20794], [3.25181, 2.27548, 0.90228], [1.62499, 1.92519, 0.75320], [4.25670, 2.90382, 2.99597], [3.84813, 3.62516, 5.30966], [1.59023, 3.47305, 6.29988], [-0.83149, 2.86406, 6.01292], [-2.60709, 1.88639, 4.55309], [-1.98851, 1.05088, 2.31370], [4.61263, -0.36379, 3.68650], [3.44792, -1.45186, 2.27426], [3.38010, -3.25641, 3.42693], [5.18264, -1.96929, 1.04494], [5.14582, -3.28942, 0.34357], [5.39850, -4.44080, 1.09309], [5.35444, -5.70617, 0.53609], [5.07539, -5.84609, -0.81353], [4.86734, -4.71421, -1.58173], [4.89604, -3.42786, -1.03399], [4.70038, -2.27862, -1.98393], [2.65406, -1.65688, -2.29356], [3.13607, -0.41399, -3.97002], [2.07359, -3.41509, -3.35687], [5.37381, -1.02131, 4.10801], [3.99106, 0.02849, 4.49224], [5.10031, 0.48180, 3.19942], [4.34113, -3.44399, 3.90557], [3.12579, -4.08271, 2.76284], [2.61082, -3.15833, 4.19384], [6.00952, -1.93468, 1.75739], [5.32431, -1.14609, 0.34291], [5.64094, -4.33436, 2.14361], [5.55483, -6.57406, 1.15187], [5.05174, -6.82574, -1.27375], [4.70315, -4.81766, -2.64900], [5.04027, -2.58085, -2.97637], [5.28026, -1.39503, -1.71131], [4.14280, -0.66511, -4.30824], [3.09750, 0.64141, -3.70378], [2.43569, -0.60330, -4.78621], [2.58642, -3.46488, -4.31788], [0.99551, -3.40571, -3.51705], [2.34059, -4.29275, -2.76724], [-0.58840, 0.02094, -2.93270], [0.39461, 1.10248, -2.63792], [1.12723, 1.27896, -1.55103], [1.90211, 2.39477, -1.81073], [1.62952, 2.89184, -3.04564], [0.66534, 2.05838, -3.55907], [-0.64451, -0.72089, -2.14078], [-0.31688, -0.49616, -3.85800], [-1.59290, 0.43497, -3.05478], [2.62781, 2.78533, -1.11297], [2.02221, 3.72992, -3.59684], [0.24549, 2.10229, -4.47283], [-0.83229, 1.79214, -6.89784], [-2.01752, 2.09218, -5.65579], [-2.00294, 3.31379, -4.99875], [-2.89661, 3.51623, -3.96661], [-3.82648, 2.54762, -3.59175], [-4.80341, 2.86018, -2.47085], [-4.03946, 3.03847, -1.15291], [-3.34674, 1.80959, -0.80798], [-3.92262, 0.57069, -0.61155], [-2.91931, -0.23539, -0.16323], [-1.74675, 0.47933, -0.06757], [-2.04083, 1.69156, -0.46826], [-5.61839, 3.95891, -2.86790], [-5.74135, 5.16244, -2.10672], [-4.59047, 6.11700, -2.24891], [-4.23541, 6.71262, -3.42600], [-4.99460, 6.49213, -4.94885], [-2.87480, 7.73315, -3.28534], [-2.75208, 7.40069, -1.61186], [-3.72160, 6.53902, -1.20035], [-3.82590, 1.35366, -4.30341], [-4.96247, 0.08504, -3.94304], [-2.92366, 1.10429, -5.33138], [-1.31180, 4.09034, -5.30180], [-2.89299, 4.46505, -3.44571], [-5.47992, 2.01697, -2.35212], [-4.71184, 3.30340, -0.33806], [-3.28974, 3.82172, -1.23814], [-4.96683, 0.39007, -0.80710], [-2.97458, -1.28418, 0.08985], [-1.36429, 2.53536, -0.51652], [-5.92932, 4.96129, -1.04920], [-6.64805, 5.61989, -2.50033], [-1.99043, 7.87001, -1.00685], [-3.83109, 6.21997, -0.17097], [-2.93551, 0.15973, -5.85713], [0.26347, -5.20689, -0.32912], [0.55889, -3.73611, -0.21681], [-0.27993, -2.89144, -0.66710], [1.64000, -3.34926, 0.31889], [-0.50239, -5.46953, 0.40793], [1.16087, -5.79297, -0.14202], [-0.14779, -5.42972, -1.31340], [-1.42063, -1.06499, 6.19125], [-1.38234, -1.61171, 4.95201], [-0.00582, -1.51996, 4.02549], [-2.55591, -2.13007, 4.52762], [-2.73929, -3.05135, 3.45712], [-3.89909, -2.96424, 2.69965], [-4.14917, -3.90762, 1.71177], [-3.24531, -4.93384, 1.48454], [-2.08987, -5.01500, 2.25005], [-1.82327, -4.07461, 3.23307], [-0.57425, -0.64336, 6.52888], [-2.11094, -1.35753, 6.86263], [-3.38038, -1.87300, 5.04429], [-4.60229, -2.15967, 2.88676], [-5.05678, -3.83981, 1.12468], [-3.44343, -5.67771, 0.72311], [-1.39464, -5.83441, 2.10252], [-0.92911, -4.14238, 3.83631]],
  "orbital_gap_ha": 0.28624,
  "charge": 1,
  "largest_force_ev_per_a": 3.05
}